# 1
An isolated molecule of C7H10F3NO, computed with wB97M-V/def2-TZVPD.

Summary:
spin multiplicity: 1
frontier orbital gap: 9.30 eV
HOMO level: -8.95 eV
SMILES: CC(C)C(=O)/C=C(\N)C(F)(F)F
ΔE to the lowest compared entry with this formula, charge and spin: 0.0 kcal per mole

Geometry as XYZ:
```
22
Properties=species:S:1:pos:R:3:forces:R:3:nbo_charge:R:1
O 0.2829 -1.5464 0.5472 -0.3 0.1 -0.1 -0.601
F -2.2342 2.4148 2.2546 0.0 0.2 -1.1 -0.311
F -3.5290 2.1348 0.5220 1.5 0.2 0.1 -0.317
F -1.5535 3.2006 0.2747 -1.3 -1.0 1.0 -0.317
C 0.7704 -0.4208 0.5271 -0.4 -0.2 0.1 0.571
C -0.0884 0.7953 0.6811 0.6 0.9 -0.1 -0.434
C -1.4545 0.8630 0.6645 0.1 -3.2 -0.6 0.181
N -2.1681 -0.3250 0.4384 -0.3 0.4 0.5 -0.806
C -2.2203 2.1760 0.9165 0.5 -0.2 -0.1 0.960
C 3.0298 0.2021 1.5819 -0.8 0.4 -0.7 -0.599
C 2.6080 0.4988 -0.9074 -0.4 0.6 -0.3 -0.606
C 2.3112 -0.3333 0.3226 -0.8 0.3 0.9 -0.297
H 0.4463 1.7358 0.7638 -0.1 0.0 0.1 0.223
H -1.6463 -1.2518 0.4363 -0.5 2.0 0.1 0.454
H -3.1948 -0.3525 0.5069 1.1 0.2 0.0 0.403
H 2.7455 1.2452 1.7570 0.2 -0.1 0.0 0.202
H 4.0779 0.1360 1.3941 0.9 0.2 -0.1 0.212
H 2.8523 -0.3473 2.4919 -0.4 -0.4 0.2 0.218
H 2.4232 1.5648 -0.6928 0.2 -0.3 -0.1 0.205
H 1.9289 0.2335 -1.7242 0.1 0.0 0.0 0.217
H 3.6222 0.3802 -1.2868 0.1 0.0 0.2 0.218
H 2.6324 -1.3620 0.1723 -0.2 -0.1 -0.1 0.223
```
Positions in Å, forces in eV/Å.

# 2
A cluster of 2 separate species, C5H10NO in total, computed with wB97M-V/def2-TZVPD.

Summary:
spin multiplicity: 1
frontier orbital gap: 8.23 eV
HOMO level: -13.54 eV
ΔE to the lowest compared entry with this formula, charge and spin: 116.0 kcal per mole
total charge: +1

Geometry as XYZ:
```
17
Properties=species:S:1:pos:R:3:forces:R:3:nbo_charge:R:1
C -2.8162 -1.3424 0.2416 -0.5 3.5 -2.9 0.145
C 2.9644 -0.7192 -0.0012 0.3 2.4 2.8 -0.623
C 2.0708 0.4692 0.3847 -2.8 -3.5 -1.0 -0.102
C 0.7737 0.1429 0.2882 1.9 2.0 1.0 -0.003
C -1.5051 0.7810 0.7208 0.3 0.9 -0.4 0.528
N -2.0757 -0.3822 0.6345 -0.2 -0.4 -0.2 -0.384
O -0.2343 1.0761 0.6851 -0.6 -1.4 -0.7 -0.391
H -3.3276 -1.3295 -0.8111 1.6 0.0 1.5 0.227
H 3.5975 -0.8439 0.9293 -0.3 -0.5 -1.4 0.244
H 2.4396 -1.5814 -0.3288 -0.5 -0.8 0.2 0.216
H 3.4971 -0.3416 -0.8113 1.7 0.2 -1.3 0.232
H 2.3945 1.4039 0.6697 1.0 1.8 0.7 0.227
H -1.6121 2.2438 -2.0669 0.1 -0.7 0.0 0.033
H -3.2892 -2.0343 0.8487 0.0 -1.5 1.9 0.222
H 0.6316 -0.8030 -0.1338 -1.8 -1.2 -0.3 0.202
H -2.0472 1.7642 0.8454 -0.2 -1.6 0.2 0.256
H -1.4620 1.4964 -2.0951 -0.1 0.7 0.0 -0.031
```
Positions in Å, forces in eV/Å.

# 3
An isolated molecule of C5H9NO2, computed with wB97M-V/def2-TZVPD.

Summary:
spin multiplicity: 1
frontier orbital gap (alpha / beta): 8.45 / 8.45 eV
HOMO level (alpha / beta): -7.96 / -7.96 eV
ΔE to the lowest compared entry with this formula, charge and spin: 102.2 kcal per mole

Geometry as XYZ:
```
17
Properties=species:S:1:pos:R:3:forces:R:3:nbo_charge:R:1
C -1.4417 -0.7874 -0.7014 0.0 0.1 0.0 -0.407
C 0.5372 -1.7276 0.4148 0.0 0.3 0.5 -0.396
N -0.1254 -0.5621 -0.1355 -0.3 0.3 -0.5 -0.478
C -0.8097 2.0101 0.0947 -2.6 2.0 0.3 0.553
C 0.3960 0.6877 0.0781 3.2 0.4 -1.6 0.387
C 1.2800 0.9934 1.0699 -0.5 -0.2 -0.4 -0.540
O 0.7676 1.5443 -1.2577 -0.4 -1.6 1.7 -0.752
O -0.9163 3.1311 0.3270 0.5 -1.2 -0.1 -0.481
H 0.4410 0.9989 -1.9884 0.0 0.0 0.2 0.468
H -2.1575 -1.0827 0.0771 0.0 0.1 -0.2 0.190
H -1.4023 -1.5815 -1.4562 0.1 0.0 0.1 0.196
H -1.8026 0.1196 -1.1942 0.0 -0.1 0.2 0.219
H 0.3910 -2.5726 -0.2472 -0.2 -0.2 -0.2 0.199
H 1.6071 -1.5374 0.4864 -0.1 0.0 0.1 0.227
H 0.1395 -1.9863 1.4139 0.2 0.0 -0.3 0.182
H 1.2481 0.4477 1.9987 -0.1 0.0 0.1 0.208
H 1.8480 1.9049 1.0199 0.1 0.0 -0.1 0.226
```
Positions in Å, forces in eV/Å.

# 4
A cluster of 3 separate species, C12H14N2O9 in total, computed with wB97M-V/def2-TZVPD.

Summary:
spin multiplicity: 1
frontier orbital gap: 9.25 eV
HOMO level: -9.21 eV
SMILES: O=C(Nc1ccccn1)OO.O=C1OCCO1.O=C1OCCO1

Geometry as XYZ:
```
37
Properties=species:S:1:pos:R:3:forces:R:3:nbo_charge:R:1
O -1.9124 -1.1067 -3.3409 1.8 -0.4 4.4 -0.548
C -1.3396 -1.0795 -2.2345 -0.2 0.1 -3.2 0.859
N 0.1295 -0.8653 -2.1007 -2.1 1.5 0.6 -0.690
C 0.2443 0.6343 -1.9838 0.5 1.1 1.3 0.320
C 0.2478 1.1529 -0.5400 0.1 3.5 -2.5 -0.274
C 0.3164 2.7187 -0.3772 -0.3 -3.2 -5.0 -0.168
C 0.3671 3.4262 -1.7688 0.1 -1.3 0.5 -0.266
C 0.3947 2.7249 -3.1338 -0.3 -1.1 3.6 0.024
N 0.3307 1.3101 -3.2190 0.0 2.0 3.7 -0.446
O -2.0338 -1.2086 -0.9668 3.2 0.2 -2.3 -0.258
O -3.3541 -1.2954 -1.2980 -2.4 -0.8 0.2 -0.398
H 0.6078 -1.1695 -2.9603 -0.8 0.3 0.3 0.410
H 0.1728 0.4579 0.3637 0.2 1.0 -1.7 0.247
H 0.3200 3.2526 0.6231 0.0 -0.7 -1.7 0.270
H 0.3976 4.5747 -1.7707 0.0 -2.0 0.0 0.231
H 0.4393 3.3152 -4.1179 0.0 -1.0 1.8 0.226
H -3.5072 -2.2569 -1.4620 0.2 0.9 0.0 0.455
C -4.0401 -3.9321 1.1736 -0.5 0.4 -0.4 -0.093
C -2.6814 -3.6726 1.7504 0.6 0.7 -0.1 -0.103
O -2.5912 -4.6283 2.7976 -0.4 -0.4 -0.1 -0.484
C -3.4488 -5.6413 2.4916 0.0 -1.1 0.6 0.961
O -3.4982 -6.6839 3.0759 0.0 0.9 -0.5 -0.564
O -4.2423 -5.3134 1.4340 0.4 -0.1 0.3 -0.485
H -4.0843 -3.7292 0.1029 -0.1 -0.2 0.1 0.184
H -4.8247 -3.3595 1.6764 0.1 0.0 0.0 0.189
H -1.8784 -3.8585 1.0310 -0.1 0.0 0.0 0.184
H -2.5802 -2.6585 2.1395 0.1 -0.2 0.1 0.208
C 4.5568 2.1240 1.7557 0.4 -0.7 0.3 -0.102
C 4.8879 2.9772 0.5694 0.7 0.0 -0.5 -0.102
O 3.6724 3.6710 0.3254 -0.4 0.0 0.6 -0.479
C 2.9797 3.6904 1.4956 -0.9 0.7 0.2 0.973
O 1.9866 4.3408 1.6853 1.0 -0.6 -0.1 -0.589
O 3.5562 2.8802 2.4240 -0.3 0.4 -0.4 -0.481
H 5.4179 1.9593 2.4049 -0.2 0.1 0.1 0.206
H 4.1364 1.1552 1.4707 0.0 0.1 0.0 0.187
H 5.6745 3.7064 0.7842 -0.1 0.0 0.0 0.186
H 5.1800 2.3870 -0.3004 -0.2 0.2 0.0 0.208
```
Positions in Å, forces in eV/Å.

# 5
A cluster of 12 separate species, C23H25Cl33IN2O5 in total, computed with wB97M-V/def2-TZVPD.

Summary:
spin multiplicity: 1
frontier orbital gap: 6.40 eV
HOMO level: -12.20 eV
total charge: +1

Geometry as XYZ:
```
89
Properties=species:S:1:pos:R:3:forces:R:3:lowdin_charge:R:1
C 3.8823 3.1225 -0.7875 0.5 1.1 1.4 -0.050
C 3.3403 3.4701 0.7554 2.8 -3.2 2.4 -0.299
N 4.0261 2.7855 1.7668 -3.8 3.8 -3.8 0.099
C 2.1511 4.5471 1.0920 0.2 0.1 0.5 -0.084
C 0.6826 4.1844 0.4600 -2.9 -1.4 -1.1 0.050
C -0.0771 2.7511 0.8670 -1.7 1.7 -1.5 0.064
C 0.6372 1.6256 1.8771 -0.9 1.4 0.1 -0.090
O 0.8884 0.4409 1.0415 -4.7 0.5 3.9 -0.219
O 1.9605 0.5761 0.3139 4.3 0.8 -3.8 -0.065
C -1.5671 2.3738 0.2959 1.6 3.6 -0.8 0.058
C -2.4414 1.0319 0.6478 -5.9 -2.9 -3.1 -0.213
O -3.5625 0.8029 -0.0917 7.6 2.2 4.5 -0.011
O -2.1725 0.0619 1.7205 0.7 2.6 -2.7 -0.012
C -2.2874 3.4807 -0.7100 4.3 1.2 1.4 0.080
C -1.4418 4.8352 -1.0805 0.0 -3.4 2.2 0.036
N -0.0417 5.1430 -0.5089 -1.9 -3.1 1.1 -0.055
C 0.5538 6.4789 -0.9667 -1.3 1.0 -0.6 -0.151
C 1.3144 6.2452 -2.4000 7.1 -1.0 0.6 -0.619
O 2.6350 6.0457 -2.4304 -8.9 1.3 0.2 -0.090
I 0.0558 6.2267 -4.2422 1.1 0.0 1.6 0.842
H 4.0568 4.1664 -1.2970 -0.7 -2.2 0.6 0.072
H 4.9653 2.6344 -0.6812 -2.7 0.9 -0.1 0.110
H 3.1359 2.4217 -1.3549 1.5 1.6 1.0 0.074
H 3.6280 3.0716 2.6987 0.4 -0.2 -0.9 0.041
H 2.0486 4.5809 2.2812 0.0 -0.2 -2.6 0.144
H 2.5653 5.6136 0.7918 -1.2 -2.2 0.3 0.128
H -0.1499 1.3631 2.7343 1.6 0.2 -2.3 0.163
H 1.5798 2.0485 2.4339 -1.6 -0.9 -1.6 0.125
H 1.7210 0.6573 -0.6629 -0.2 -0.1 1.7 0.148
H -1.8934 -0.8340 1.3698 -0.6 1.4 0.0 0.090
H -3.3634 3.3499 -1.1695 2.5 0.2 1.1 0.130
H -1.9613 5.6195 -1.7957 1.6 -1.6 1.7 0.116
H 1.1888 7.0195 -0.1457 -0.9 -1.5 -1.7 0.149
H -0.3897 7.1792 -1.1745 2.2 -1.5 0.4 0.140
C 2.2439 -2.8291 1.7763 0.2 0.2 0.0 -1.513
Cl 3.3148 -2.7754 3.1868 -0.3 0.1 -0.3 0.514
Cl 2.7600 -4.0970 0.6512 -0.1 0.1 0.1 0.542
Cl 0.5650 -3.0896 2.2794 0.0 0.0 -0.1 0.523
H 2.3038 -1.8667 1.2615 0.0 -0.3 0.2 -0.006
C 6.3333 -4.5799 -0.2492 0.0 -0.1 0.0 -1.559
Cl 6.6981 -4.6924 1.4810 -0.1 0.0 -0.2 0.509
Cl 6.2625 -2.8850 -0.7612 -0.1 -0.2 0.0 0.501
Cl 7.5389 -5.4665 -1.1980 -0.2 0.1 0.1 0.528
H 5.3548 -5.0340 -0.4251 0.4 0.2 0.1 -0.015
C 3.6333 -1.2117 6.8690 0.0 -0.1 -0.1 -1.510
Cl 3.9981 -1.3242 8.5992 -0.1 0.0 -0.2 0.546
Cl 3.5625 0.4832 6.3570 0.0 -0.1 0.0 0.501
Cl 4.8389 -2.0983 5.9201 -0.1 0.2 0.3 0.486
H 2.6548 -1.6658 6.6931 0.3 0.2 0.1 0.023
C 1.9471 1.2028 10.3228 0.1 -0.1 0.2 -1.557
Cl 0.9403 1.3819 11.7696 0.1 -0.1 -0.2 0.525
Cl 1.1919 2.0063 8.9358 0.0 -0.1 0.1 0.492
Cl 3.5703 1.8527 10.6101 -0.2 -0.1 -0.1 0.510
H 2.0379 0.1374 10.0960 0.0 0.4 0.1 -0.024
C 6.7480 -5.7274 7.6126 0.1 0.0 0.1 -1.531
Cl 5.5649 -5.2254 8.8323 0.1 -0.1 -0.1 0.511
Cl 6.1956 -5.2810 5.9892 0.1 -0.2 0.1 0.489
Cl 8.3322 -5.0089 7.9500 -0.2 -0.1 -0.1 0.522
H 6.8469 -6.8150 7.6558 0.0 0.4 0.0 0.019
C -4.6561 -2.6260 -1.3705 -0.3 0.1 -0.3 -1.508
Cl -3.5852 -2.5723 0.0400 0.0 -0.1 0.0 0.528
Cl -4.1400 -3.8940 -2.4956 0.0 0.2 0.2 0.532
Cl -6.3350 -2.8865 -0.8674 0.7 0.1 -0.2 0.500
H -4.5962 -1.6637 -1.8852 0.0 -0.3 0.2 0.016
C -2.7392 3.4085 -6.2491 0.1 -0.1 -0.3 -1.547
Cl -2.3744 3.2960 -4.5189 -0.1 -0.1 0.1 0.463
Cl -2.8100 5.1033 -6.7611 0.0 -0.1 0.1 0.510
Cl -1.5336 2.5219 -7.1980 -0.3 0.2 0.3 0.526
H -3.7177 2.9544 -6.4250 0.5 0.2 0.1 -0.076
C -9.2117 -4.3722 1.9898 -0.1 -0.1 0.1 -1.525
Cl -8.2021 -5.8186 1.8236 -0.1 0.2 0.0 0.522
Cl -8.8378 -3.2022 0.7126 -0.4 -0.1 0.4 0.477
Cl -10.9296 -4.8051 1.9533 0.2 0.1 0.0 0.524
H -8.9937 -3.9091 2.9556 -0.1 -0.1 -0.4 0.019
C -4.4941 0.7195 -9.2430 0.0 -0.3 -0.2 -1.555
Cl -5.7756 -0.3255 -9.8792 0.2 0.3 0.3 0.526
Cl -5.1072 1.7160 -7.9122 -0.2 -0.1 -0.1 0.571
Cl -3.1098 -0.2488 -8.7085 -0.2 0.1 -0.1 0.512
H -4.1610 1.3832 -10.0450 -0.2 -0.2 0.4 -0.055
C -1.1174 -6.7788 1.6052 0.1 -0.1 0.0 -1.545
Cl -1.9616 -5.6438 0.5383 0.1 -0.1 0.1 0.480
Cl -1.7839 -6.7041 3.2453 0.1 0.0 -0.2 0.516
Cl -1.2214 -8.4281 0.9660 0.1 0.2 0.1 0.527
H -0.0635 -6.4920 1.6483 -0.4 -0.1 0.0 0.005
C -3.9719 -0.1671 -13.6279 -0.1 -0.2 -0.3 -1.504
Cl -3.3549 0.6317 -12.1717 0.2 0.0 -0.4 0.559
Cl -2.6673 -1.0217 -14.4689 -0.2 0.2 0.1 0.533
Cl -5.2835 -1.2850 -13.2158 0.2 0.2 -0.2 0.517
H -4.3702 0.5988 -14.2983 0.2 -0.3 0.3 0.022
```
Positions in Å, forces in eV/Å.

Number 1: molecular weight 181.157 g/mol, largest force on an atom 0.06258 hartree/bohr. Number 2: molecular weight 100.141 g/mol, largest force on an atom 0.08889 hartree/bohr. Number 3: molecular weight 115.132 g/mol, largest force on an atom 0.06991 hartree/bohr. Number 4: molecular weight 330.249 g/mol, largest force on an atom 0.11561 hartree/bohr. Number 5: molecular weight 1706.315 g/mol, largest force on an atom 0.17779 hartree/bohr.